C8H16N2 | ωB97M-V/def2-TZVPD

Structure (XYZ):
```
26
Properties=species:S:1:pos:R:3:forces:R:3
H -1.159104 0.308511 -2.489590 -0.716 0.041 -0.039
H -2.317790 1.613746 -2.252954 0.193 0.562 -0.491
H -0.111497 -0.931568 3.883089 0.087 0.380 0.412
C 1.038103 -1.164360 0.931424 -0.115 1.389 1.650
H 1.514608 -2.791313 -0.210097 -0.613 0.070 -0.570
H -0.218431 -2.566698 -1.875274 -0.216 0.617 -0.615
H -1.066386 -2.247781 -0.472821 -0.415 0.820 0.496
H -1.003011 2.138944 1.056697 0.048 0.194 -0.105
C 1.794546 -0.115367 1.434480 -0.171 -1.972 -1.874
C -1.431495 1.675501 0.167244 -0.145 0.370 -0.609
C -1.259694 1.384603 -2.334668 2.899 -0.828 -0.550
H 1.869089 -1.266004 -0.997263 -0.746 -0.258 0.033
C -0.324037 -1.788761 -1.109722 2.429 -1.285 -0.246
H 1.969026 0.692399 3.318340 -0.480 -0.014 0.565
H 2.701670 0.080403 0.894367 0.349 1.252 0.560
C -0.463163 1.681508 -1.058714 -0.437 0.029 2.265
N 0.182868 -1.568268 1.941163 -0.171 0.034 -0.559
H -0.608708 1.715866 -3.197734 -1.547 0.434 0.479
H -0.427486 -0.774425 -1.503707 -0.746 -0.853 0.286
C 0.431710 -0.802432 2.968870 -0.468 -0.616 0.225
H 0.134956 2.595966 -0.994157 -0.511 0.319 -0.692
H -2.357328 2.217226 -0.134613 0.473 -0.374 0.550
H 0.296964 0.947756 -0.748262 -0.172 -0.205 -0.836
H -1.667960 0.654329 0.472829 -0.246 -0.027 -0.236
C 1.075997 -1.795234 -0.420213 0.552 -0.071 0.845
N 1.406543 0.105450 2.731284 0.883 -0.009 -0.945
```
Forces are in eV/Å.

Computed properties:
energy relative to the best compared isomer or geometry (same formula, charge and spin): 1.3973 eV
charge: 0
gap between HOMO and LUMO: 9.35 eV
LUMO energy: 0.86 eV
E_tot: -11534.587 eV
HOMO level: -8.48 eV

Löwdin population analysis, charges in e, atoms 1 to 4:
1. H 0.0318
2. H 0.0708
3. H 0.1108
4. C -0.3369